Record 1
Entry from OMol25: a molecular structure, C10H27Cu2N5NaO14S2 (wB97M-V/def2-TZVPD).

Positions of all 61 atoms, in Å:
Cu 23.451 -5.114 -7.860
Cu 24.724 -4.823 -12.529
Na 21.193 -7.415 -12.966
N 24.710 -7.243 -10.041
O 24.773 -8.410 -10.335
O 25.222 -6.408 -10.860
O 24.200 -6.813 -9.003
N 21.728 -5.340 -10.680
O 22.642 -5.568 -11.501
O 22.036 -4.797 -9.588
O 20.532 -5.587 -10.976
N 25.268 -3.083 -9.902
O 25.712 -1.973 -9.699
O 24.613 -3.710 -9.033
O 25.474 -3.644 -11.030
N 23.745 -7.022 -14.770
O 24.286 -6.959 -15.852
O 22.963 -7.948 -14.478
O 23.925 -6.109 -13.884
C 19.377 -4.008 -15.165
C 19.927 -5.103 -14.249
N 19.417 -6.450 -14.478
C 19.579 -6.949 -15.868
C 19.871 -8.431 -15.945
C 18.008 -6.627 -14.054
C 17.747 -6.303 -12.596
H 19.942 -3.081 -15.067
H 18.330 -3.788 -14.951
H 19.477 -4.314 -16.207
H 21.024 -5.114 -14.349
H 19.806 -4.854 -13.194
H 18.686 -6.700 -16.456
H 20.394 -6.367 -16.309
H 19.093 -9.026 -15.460
H 19.854 -8.718 -17.003
H 20.852 -8.766 -15.606
H 17.729 -7.664 -14.256
H 17.369 -6.040 -14.733
H 16.761 -6.651 -12.281
H 17.846 -5.239 -12.394
H 18.423 -6.884 -11.958
C 17.159 -3.205 -7.920
S 18.642 -3.923 -7.252
O 18.224 -4.937 -6.226
C 19.207 -4.900 -8.647
H 17.397 -2.506 -8.724
H 16.645 -2.612 -7.157
H 16.478 -4.017 -8.169
H 19.558 -4.200 -9.411
H 18.363 -5.443 -9.069
H 20.040 -5.529 -8.355
C 20.170 0.180 -10.092
S 19.916 -1.558 -10.442
O 18.756 -1.664 -11.362
C 21.470 -1.864 -11.274
H 19.874 0.713 -11.001
H 21.205 0.357 -9.815
H 19.462 0.527 -9.341
H 21.458 -2.894 -11.631
H 22.232 -1.801 -10.495
H 21.664 -1.208 -12.121

## Properties
E_HOMO (alpha / beta) ... -0.4222 / -0.4222 Eh
Net charge ... +1
Multiplicity ... 3
Gap between HOMO and LUMO (alpha / beta) ... 0.286 / 0.128 hartree
Energy relative to the best compared isomer or geometry (same formula, charge and spin) ... 0.0 kJ/mol

***

Record 2
Entry from OMol25: a molecular structure, C10H27F2N4NiO10S2 (wB97M-V/def2-TZVPD).

Positions of all 56 atoms, in Å:
Ni -2.164 1.716 -1.307
C 3.468 -2.743 -1.695
C 3.564 -1.789 -0.513
N 2.349 -0.963 -0.169
C 1.218 -1.875 0.205
C 2.735 -0.049 1.010
C 2.979 -0.700 2.359
C 1.850 -0.195 -1.405
C 3.004 0.464 -2.187
O 3.737 1.328 -1.357
C 4.686 2.044 -2.134
H 2.838 -3.583 -1.397
H 4.432 -3.227 -1.855
H 3.200 -2.248 -2.623
H 4.380 -1.090 -0.685
H 3.693 -2.389 0.386
H 1.476 -2.269 1.186
H 0.928 -2.693 -0.451
H 0.315 -1.264 0.249
H 1.924 0.675 1.020
H 3.573 0.502 0.594
H 3.480 -1.668 2.333
H 2.124 -0.765 3.026
H 3.691 -0.038 2.856
H 1.204 0.589 -1.018
H 1.369 -0.891 -2.087
H 2.557 1.045 -3.006
H 3.679 -0.235 -2.688
H 5.451 1.409 -2.595
H 5.287 2.703 -1.510
H 4.209 2.615 -2.932
N -3.502 2.831 -0.427
S -4.645 2.333 0.596
O -5.982 2.469 0.121
O -4.406 2.504 2.014
F -4.273 0.768 0.384
S -3.807 4.470 -0.233
O -3.608 5.082 1.049
O -4.955 4.854 -1.005
F -2.603 4.987 -1.160
O -1.867 -0.077 -1.012
H -2.469 -0.741 -1.353
C -2.137 0.217 2.737
N -0.996 0.940 2.087
O -1.361 1.859 1.375
O 0.147 0.685 2.377
H -1.816 -0.458 3.532
H -2.567 -0.383 1.941
H -2.773 0.921 3.266
C -4.873 -2.533 -0.371
N -4.710 -2.454 1.111
O -5.357 -1.683 1.776
O -3.947 -3.276 1.589
H -5.581 -3.349 -0.493
H -3.876 -2.769 -0.728
H -5.273 -1.613 -0.785

## Properties
E_HOMO (alpha / beta) ... -0.4863 / -0.4854 Eh
Net charge ... +1
Multiplicity ... 3
Gap between HOMO and LUMO (alpha / beta) ... 0.326 / 0.275 hartree

***

Record 3
Entry from OMol25: a molecular structure, C10H28AlN3O6 (wB97M-V/def2-TZVPD).

Positions of all 48 atoms, in Å:
Al 0.819 -0.669 -3.125
N 0.084 -1.205 -0.233
O -1.032 -1.702 -0.272
O 0.769 -1.290 -1.261
O 0.403 -0.556 0.736
C -1.926 -0.544 3.142
C -2.504 -0.971 1.742
C -3.812 -1.796 1.672
O -4.076 -2.442 0.379
C -5.376 -3.151 0.368
N -2.635 0.161 0.871
H -2.667 -0.019 3.746
H -1.086 0.150 3.124
H -1.339 -1.321 3.632
H -1.696 -1.390 1.142
H -4.695 -1.263 2.024
H -3.477 -2.587 2.344
H -5.235 -4.093 0.897
H -5.567 -3.560 -0.624
H -6.185 -2.515 0.727
H -3.517 0.581 1.125
H -1.987 0.893 1.123
C 2.553 3.339 -4.141
C 2.232 1.954 -3.638
C 2.265 1.822 -2.139
O 2.029 0.480 -1.641
C 2.163 0.326 -0.175
N 0.945 1.620 -4.109
H 3.312 3.851 -3.550
H 1.743 4.030 -3.908
H 2.955 3.360 -5.154
H 2.941 1.237 -4.052
H 1.621 2.474 -1.550
H 3.278 2.009 -1.781
H 2.778 1.127 0.234
H 2.503 -0.695 0.002
H 1.158 0.408 0.239
H 0.727 2.131 -4.953
H 0.308 2.147 -3.528
C 3.315 -0.444 2.590
C 1.952 0.076 2.136
O 0.986 -0.872 2.487
H 4.025 0.215 2.091
H 3.378 -1.459 2.198
H 3.451 -0.408 3.671
H 2.025 0.252 1.063
H 1.758 1.071 2.538
H 0.336 -0.764 1.789

## Properties
E_HOMO ... -0.5371 Eh
Net charge ... +2
Gap between HOMO and LUMO ... 0.098 hartree
Energy relative to the best compared isomer or geometry (same formula, charge and spin) ... 772.3 kJ/mol

***

Record 4
Entry from OMol25: a molecular structure, C10H28ClGaINOP2 (wB97M-V/def2-TZVPD).

Positions of all 45 atoms, in Å:
C -0.859 1.703 1.196
I 1.262 0.268 1.917
H -1.949 1.857 1.194
H -0.534 1.909 2.226
H -0.759 0.670 0.817
Ga 0.167 -1.214 -2.734
P -0.041 2.861 0.034
C 0.288 4.362 0.961
C 1.500 2.285 -0.687
H 1.970 3.120 -1.228
H -0.873 4.199 -1.762
H 1.321 1.467 -1.394
H -1.088 2.452 -2.092
H 1.114 4.198 1.661
H 2.198 1.936 0.089
C -1.157 3.234 -1.324
H 0.556 5.167 0.266
H -2.187 3.294 -0.954
H -0.609 4.657 1.519
P 0.222 -2.962 -1.367
C -0.550 -2.815 0.255
C -0.543 -4.402 -2.165
H 2.587 -2.843 -1.826
H 2.100 -4.450 -1.202
H 2.262 -3.051 -0.077
C 1.967 -3.367 -1.087
H -0.852 -4.123 -3.182
H 0.181 -5.226 -2.213
H -0.822 -3.813 0.632
H -1.456 -2.199 0.201
H -1.427 -4.717 -1.592
H 0.137 -2.323 0.960
Cl 1.551 0.090 -3.776
C -2.508 0.509 4.735
N -1.367 -0.380 4.682
C -0.324 -0.193 5.674
C -1.226 -1.228 3.632
O -2.036 -1.316 2.705
H -2.803 0.626 5.782
H -3.325 0.084 4.145
H -2.267 1.508 4.340
H 0.234 -1.129 5.798
H 0.384 0.595 5.375
H -0.781 0.094 6.629
H -0.295 -1.831 3.683

## Properties
E_HOMO (alpha / beta) ... -0.5233 / -0.5155 Eh
Net charge ... +2
Gap between HOMO and LUMO (alpha / beta) ... 0.241 / 0.199 hartree
Energy relative to the best compared isomer or geometry (same formula, charge and spin) ... 0.0 kJ/mol

***

Record 5
Entry from OMol25: a molecular structure, C10H28FeOSe2Si3Te2 (wB97M-V/def2-TZVPD).

Positions of all 47 atoms, in Å:
Fe 0.646 0.702 0.866
Se 0.980 -0.149 3.280
Te 1.826 1.723 4.727
Te 0.675 3.735 3.321
Se 1.584 3.117 1.088
C 4.105 -0.377 -2.067
Si 3.340 -0.774 -0.376
C 3.396 -2.658 -0.178
C 4.461 -0.030 0.942
O 1.837 -0.239 -0.307
H 5.105 -0.809 -2.175
H 4.184 0.706 -2.188
H 3.476 -0.760 -2.874
H 4.418 -3.045 -0.239
H 2.795 -3.149 -0.949
H 2.979 -2.936 0.793
H 5.451 -0.499 0.946
H 4.004 -0.152 1.927
H 4.583 1.044 0.778
C -0.573 -2.499 0.725
Si -1.956 -1.201 0.680
C -3.096 -1.929 -0.665
C -2.914 -1.381 2.306
C -1.441 0.544 0.435
Si -1.928 1.685 -0.914
C -3.281 1.076 -2.112
C -0.537 2.184 -2.101
C -2.604 3.291 -0.167
H -0.984 -3.453 1.074
H 0.264 -2.231 1.371
H -0.167 -2.647 -0.280
H -3.282 -2.979 -0.412
H -2.630 -1.906 -1.652
H -4.059 -1.421 -0.735
H -3.248 -2.411 2.465
H -3.790 -0.726 2.311
H -2.269 -1.092 3.139
H -1.708 1.051 1.379
H -2.993 0.161 -2.632
H -3.437 1.854 -2.867
H -4.236 0.891 -1.615
H -0.218 1.324 -2.697
H 0.332 2.555 -1.554
H -0.879 2.967 -2.785
H -3.482 3.086 0.451
H -2.883 4.014 -0.939
H -1.842 3.745 0.473

## Properties
E_HOMO (alpha / beta) ... -0.0345 / -0.0364 Eh
Net charge ... -2
Multiplicity ... 5
Gap between HOMO and LUMO (alpha / beta) ... 0.193 / 0.195 hartree
Energy relative to the best compared isomer or geometry (same formula, charge and spin) ... 0.0 kJ/mol

***

Record 6
Entry from OMol25: a molecular structure, C10H28GaNO4P (wB97M-V/def2-TZVPD).

Positions of all 45 atoms, in Å:
C -0.328 -1.675 2.250
C -0.895 -0.619 3.215
O 0.089 0.146 3.849
C 0.795 1.032 2.947
Ga 2.825 0.702 2.947
P 3.665 1.879 4.850
C 4.587 0.596 5.818
O 2.312 2.017 5.877
H -0.462 -2.686 2.640
H 0.734 -1.501 2.079
H -0.836 -1.636 1.282
H -1.458 -1.116 4.011
H -1.604 0.030 2.677
H 0.591 2.057 3.292
H 0.364 0.970 1.941
H 3.515 1.302 1.623
H 3.097 -0.888 3.053
H 4.206 0.623 6.842
H 5.643 0.871 5.855
H 4.480 -0.421 5.435
H 1.516 1.957 5.346
C -3.833 0.501 -4.650
O -3.266 -0.729 -4.260
C -2.157 -1.147 -5.046
C -0.873 -1.115 -4.248
N -0.475 0.250 -3.947
C 0.658 0.366 -3.032
C 0.486 -0.149 -1.610
O -0.436 0.597 -0.842
C -1.787 0.211 -0.941
H -4.736 0.642 -4.058
H -3.160 1.346 -4.469
H -4.106 0.495 -5.711
H -2.065 -0.520 -5.938
H -2.350 -2.174 -5.369
H -0.084 -1.588 -4.841
H -1.025 -1.728 -3.348
H -1.266 0.741 -3.549
H 0.918 1.425 -2.967
H 1.516 -0.144 -3.482
H 1.449 -0.043 -1.103
H 0.231 -1.216 -1.578
H -1.888 -0.864 -1.124
H -2.322 0.755 -1.728
H -2.263 0.447 0.012

## Properties
E_HOMO ... -0.1136 Eh
Net charge ... -1
Gap between HOMO and LUMO ... 0.203 hartree

***

Record 7
Entry from OMol25: 3 unconnected molecules or ions with the total composition C10H28N2O3 (wB97M-V/def2-TZVPD).

Positions of all 43 atoms, in Å:
C 1.909 2.646 1.441
O 0.696 1.936 1.205
C -0.493 2.375 1.815
C -1.602 1.514 1.158
C -3.055 1.882 1.534
N -1.371 0.058 1.503
H 2.184 2.617 2.496
H 1.784 3.656 1.046
H 2.645 2.120 0.838
H -0.509 2.283 2.904
H -0.684 3.405 1.481
H -1.448 1.515 0.075
H -3.683 0.997 1.473
H -3.384 2.571 0.753
H -3.137 2.393 2.492
H -1.619 -0.010 2.494
H -0.349 0.124 1.546
C -0.287 -5.112 1.622
O 0.557 -4.458 0.697
C 0.197 -3.111 0.484
C 0.631 -2.508 -0.861
C 2.111 -2.121 -0.844
N -0.147 -1.310 -1.133
H -1.268 -5.155 1.135
H -0.386 -4.665 2.615
H 0.082 -6.126 1.761
H -0.894 -3.025 0.594
H 0.593 -2.488 1.303
H 0.477 -3.282 -1.618
H 2.479 -2.016 -1.863
H 2.665 -2.886 -0.299
H 2.210 -1.158 -0.339
H -1.129 -1.503 -0.963
H 0.086 -0.574 -0.477
C -0.214 2.360 -3.748
C 1.049 1.921 -3.037
O 1.275 2.706 -1.876
H -1.121 2.104 -3.200
H -0.284 1.902 -4.739
H -0.195 3.442 -3.888
H 1.916 1.802 -3.691
H 0.938 0.868 -2.734
H 0.772 2.311 -1.156

## Properties
Structure (SMILES) ... COC[C@H](C)N.COC[C@H](C)N.CCO
E_HOMO ... -0.3310 Eh
Gap between HOMO and LUMO ... 0.360 hartree
Energy relative to the best compared isomer or geometry (same formula, charge and spin) ... 52.8 kJ/mol

***

Record 8
Entry from OMol25: a molecular structure, C10H28N2P2Sr (wB97M-V/def2-TZVPD).

Positions of all 43 atoms, in Å:
Sr 0.072 -0.055 -0.772
H -2.939 -0.498 -1.341
H -2.941 0.259 -1.335
P 0.559 -2.658 -1.261
P 0.562 2.550 -1.203
C 0.759 3.271 0.403
H 0.935 4.317 0.175
H -0.146 3.138 1.002
H 1.606 2.834 0.941
C 1.966 2.896 -2.222
H 1.843 2.464 -3.220
H 1.972 3.983 -2.254
H 2.888 2.506 -1.776
C -0.921 3.145 -1.973
H -1.790 2.993 -1.324
H -0.710 4.202 -2.103
H -1.104 2.656 -2.935
C 2.063 -2.980 -2.136
H 2.054 -4.064 -2.227
H 2.061 -2.493 -3.116
H 2.935 -2.636 -1.569
C 0.572 -3.445 0.325
H -0.384 -3.304 0.838
H 0.740 -4.486 0.072
H 1.374 -3.053 0.958
C -0.835 -3.198 -2.217
H -0.905 -2.662 -3.169
H -0.619 -4.252 -2.372
H -1.769 -3.065 -1.661
H 0.610 -0.063 -2.865
H 2.200 -0.059 -0.617
C -0.658 0.706 4.956
N -0.923 0.263 3.580
C -2.038 -0.437 3.185
C -1.891 -0.663 1.817
N -0.702 -0.093 1.422
C -0.139 0.459 2.510
H -1.457 1.377 5.308
H -0.609 -0.158 5.638
H 0.299 1.243 5.001
H -2.858 -0.747 3.848
H -2.568 -1.186 1.153
H 0.834 0.991 2.536

## Properties
E_HOMO ... -0.1971 Eh
Gap between HOMO and LUMO ... 0.203 hartree
Energy relative to the best compared isomer or geometry (same formula, charge and spin) ... 0.0 kJ/mol

***

Calculated max |F| (eV Å⁻¹), listed in the same order as above: 2.5; 5.9; 9.1; 3.4; 0.2; 0.5; 1.9; 3.6